*one*
ORCA calculation (the ωB97M-V functional and the def2-TZVPD basis) on the molecule CH5PS2.

XYZ file:
```
9
Properties=species:S:1:pos:R:3
C 1.273 0.739 -1.155
P -1.523 -1.436 1.917
S -0.497 0.857 -0.757
S -0.561 0.396 1.710
H 1.890 -0.216 -1.048
H 1.797 1.521 -0.579
H 1.278 1.246 -2.234
H -2.711 -1.185 1.357
H -0.945 -1.920 0.788
```

The HOMO energy comes out at -9.000 eV. The value obtained for the LUMO energy is -1.112 eV. The SMILES is CSSP.

Charge distribution, natural (NBO) scheme, values in e: -0.786 0.251 0.101 -0.220 0.235 0.226 0.244 -0.036 -0.014

*two*
ORCA calculation (the ωB97M-V functional and the def2-TZVPD basis) on a cluster of 2 separate species, CH5PS2 in total.

XYZ file:
```
9
Properties=species:S:1:pos:R:3
C 1.088 -0.051 -0.100
P -1.451 -1.048 0.710
S 1.400 1.632 0.121
S 2.175 -1.242 0.474
H 0.584 -0.354 -1.018
H -1.523 -1.243 -0.801
H -0.627 -2.260 0.883
H 0.845 1.898 -1.074
H 2.595 -0.587 1.629
```

The HOMO energy (spin up / spin down) comes out at -7.975 / -7.411 eV. The value obtained for the LUMO energy (spin up / spin down) is -0.256 / -0.632 eV.

Charge distribution, natural (NBO) scheme, values in e: -0.627 -0.001 0.095 0.100 0.244 -0.045 -0.030 0.136 0.129

Which structure loses on stability? *two* does.

*one*
ORCA calculation (the ωB97M-V functional and the def2-TZVPD basis) on the molecule C3H4ClNS.

XYZ file:
```
10
Properties=species:S:1:pos:R:3
C -1.592 0.159 -0.004
C 0.563 0.822 -0.017
C 1.171 -0.471 0.017
N -1.523 -1.075 0.004
S -0.201 -1.962 -0.004
Cl -2.841 1.230 0.003
H 0.500 1.353 -0.948
H 0.499 1.404 0.884
H 1.731 -0.743 -0.868
H 1.692 -0.718 0.933
```

The HOMO energy (spin up / spin down) comes out at -5.180 / -8.405 eV. The value obtained for the LUMO energy (spin up / spin down) is 0.680 / -2.556 eV. As for the spin multiplicity: 3.

Charge distribution, natural (NBO) scheme, values in e: 0.168 -0.485 -0.579 -0.751 0.699 0.090 0.206 0.206 0.222 0.223

*two*
ORCA calculation (the ωB97M-V functional and the def2-TZVPD basis) on a structure of composition C3H4ClNS.

XYZ file:
```
10
Properties=species:S:1:pos:R:3
C -1.364 0.602 -1.807
C 0.613 -0.590 1.589
C -0.407 0.183 -0.854
N -2.100 1.029 -2.576
S -0.776 0.218 0.781
Cl 0.959 1.823 -1.617
H 1.486 0.141 1.861
H 1.077 -1.515 1.126
H 0.304 -1.098 2.603
H 0.207 -0.792 -1.106
```

The HOMO energy (spin up / spin down) comes out at -7.486 / -10.213 eV. The value obtained for the LUMO energy (spin up / spin down) is 0.327 / -4.144 eV. As for the spin multiplicity: 3.

Charge distribution, natural (NBO) scheme, values in e: 0.218 -0.841 -0.667 -0.282 0.640 -0.128 0.265 0.255 0.263 0.277

Which structure loses on stability? *one* does.

*one*
ORCA calculation (the ωB97M-V functional and the def2-TZVPD basis) on a cluster of 2 separate species, C2H7N4O in total.

XYZ file:
```
14
Properties=species:S:1:pos:R:3
C 0.769 0.302 -0.089
C -1.088 -1.064 0.526
N -1.871 1.067 -1.518
N 1.470 -0.346 0.879
N -0.408 -0.137 -0.385
N 1.271 1.399 -0.621
O -2.823 0.594 -1.186
H -1.038 -0.873 1.549
H -2.149 -1.039 0.127
H -0.823 -2.165 0.284
H 1.582 -1.335 1.114
H 2.243 0.116 1.247
H 2.253 1.377 -0.923
H 0.614 2.104 -1.002
```

The total charge is +1. The HOMO energy (spin up / spin down) comes out at -13.888 / -13.890 eV. The value obtained for the LUMO energy (spin up / spin down) is -6.384 / -6.383 eV.

Charge distribution, natural (NBO) scheme, values in e: 0.615 -0.452 0.558 -0.804 -0.477 -0.789 0.004 0.226 0.208 0.231 0.431 0.402 0.429 0.420

*two*
ORCA calculation (the ωB97M-V functional and the def2-TZVPD basis) on a cluster of 2 separate species, C2H7N4O in total.

XYZ file:
```
14
Properties=species:S:1:pos:R:3
C -2.695 -0.157 0.224
C 1.072 0.167 1.236
N 0.814 -0.224 -1.059
N -0.434 -0.357 -0.789
N 1.585 0.139 -0.070
N -2.828 -0.738 -0.794
O -2.375 0.509 1.124
H 0.485 -0.719 1.278
H 1.802 -0.085 1.935
H 0.453 0.957 1.428
H 1.297 -0.386 -2.016
H 2.415 0.672 -0.199
H -0.614 -0.892 -1.831
H -3.467 -1.333 -1.338
```

The total charge is +1. The HOMO energy comes out at -14.367 eV. The value obtained for the LUMO energy is -5.510 eV.

Charge distribution, natural (NBO) scheme, values in e: 0.879 -0.452 0.004 -0.255 -0.304 -0.804 -0.519 0.241 0.252 0.244 0.446 0.429 0.379 0.461

Which structure loses on stability? *two* does.